Computed, not measured: a cluster of 2 separate species, C2H5N2 in total in a non-equilibrium geometry, with wB97M-V/def2-TZVPD.

Output
Charge ... +1
HOMO ... -0.6112 hartree
E_tot ... -5126.774 eV
E_LUMO ... -5.1 eV

Last column: natural (NBO) charge in e.
Element x y z (Å)
C: -1.9504 0.0321 -0.0203  0.234
C: 1.9614 -0.4084 -0.0013  0.147
N: 1.0903 0.5007 -0.0106  -0.597
N: -3.0964 -0.0847 0.0133  -0.616
H: 3.0211 -0.1721 0.0674  0.232
H: 1.6805 -1.4554 -0.0524  0.232
H: 1.3548 1.4851 0.0360  0.439
H: -4.0890 -0.1948 0.0215  0.473
H: 0.0277 0.2975 -0.0535  0.457

Cartesian forces, eV/Å:
0.2 0.0 0.0
0.7 -0.5 0.1
-1.6 0.3 0.0
0.2 0.0 0.0
-0.2 0.1 0.0
-0.2 0.1 0.0
0.0 -0.2 0.0
-0.2 0.0 0.0
1.0 0.1 0.0